(1)
16
Properties=species:S:1:pos:R:3:forces:R:3:nbo_charge:R:1 method="wB97M-V/def2-TZVPD" smiles="NC(=O)CCS.O" energy_ev=-19677.3598
N -1.4665 1.4549 -0.7714 0.15 -0.03 0.01 -0.836
C -0.7928 0.6700 0.1323 0.84 0.20 -0.16 0.699
O -0.8208 0.8287 1.3349 -0.11 0.55 0.06 -0.623
C 0.0354 -0.4471 -0.4907 -1.78 -1.82 0.48 -0.513
C 1.5033 -0.2625 -0.9033 -0.72 1.64 1.21 -0.529
S 1.9446 -1.2125 -2.3710 0.63 0.58 0.10 -0.015
H -1.8107 1.0433 -1.6218 0.34 0.08 -0.11 0.398
H -1.8880 2.3287 -0.5057 -0.18 -0.21 0.42 0.405
H -0.5969 -0.7416 -1.3303 0.49 -0.06 -0.63 0.209
H -0.1806 -1.2916 0.2007 0.83 0.32 -0.20 0.236
H 1.5333 0.8004 -1.1663 0.31 -0.13 -0.29 0.218
H 2.2156 -0.3331 -0.0473 -0.64 -0.50 -0.65 0.230
H 2.8638 -0.2602 -2.6832 -0.20 -0.68 -0.28 0.132
O -1.0283 -1.1967 3.4322 -0.31 -0.53 -0.25 -0.963
H -0.9703 -0.6160 2.6642 0.11 0.29 0.04 0.490
H -0.5409 -0.7646 4.1267 0.23 0.28 0.23 0.464

---

(2)
57
Properties=species:S:1:pos:R:3:forces:R:3:mulliken_spin:R:1 method="wB97M-V/def2-TZVPD" charge=+1 spin_multiplicity=2 energy_ev=-39505.5252
O -1.4043 -2.4783 3.3482 -1.54 1.93 -1.88 0.000
H -2.3767 -2.3652 3.2393 0.78 0.76 -0.28 0.000
H -1.4897 -3.2230 3.8742 0.78 -2.63 2.00 0.000
O 2.7678 -0.1325 -1.6317 -1.27 -0.06 0.06 0.000
H 3.5982 -0.0737 -2.1037 0.35 -0.32 0.33 0.000
H 2.7401 -0.8477 -0.9486 1.10 0.86 -0.61 0.000
O -4.2956 -0.2498 1.6709 -1.34 -1.24 1.31 0.009
H -5.0183 -0.1677 1.0357 0.70 0.40 -0.13 -0.001
H -3.4698 0.0948 1.4045 0.68 0.96 -0.94 0.000
O 3.8943 2.1436 0.3602 0.77 -0.04 0.76 0.000
H 4.0996 1.2082 0.3498 0.31 -0.29 0.27 0.000
H 3.4850 2.2287 -0.4788 -0.64 0.57 -1.45 0.000
O -2.5745 0.4248 4.4352 0.20 -0.07 -1.07 0.000
H -2.9338 0.4981 3.5355 -0.51 0.14 0.60 0.000
H -1.6721 0.1711 4.2075 0.26 -0.13 0.57 0.000
O 0.6320 -3.9182 0.8432 1.29 1.23 2.05 0.043
H 0.2616 -3.2162 1.4292 0.30 -0.83 -0.32 -0.002
H 0.0134 -4.0069 0.1605 -1.45 -0.25 -1.43 -0.002
O 3.2705 -1.4877 0.6201 1.81 1.61 -0.37 0.001
H 2.6749 -0.9790 1.1482 -0.86 -0.47 0.52 0.000
H 2.9060 -2.2992 0.3599 -1.19 -2.04 0.16 0.000
O -2.2444 3.8218 0.0974 -2.52 -0.36 1.59 0.000
H -2.2293 4.1368 1.0203 0.03 -0.14 -0.64 0.000
H -1.3858 3.9188 -0.2153 2.52 0.36 -0.88 0.000
O 0.5076 1.9780 -0.6378 1.23 -1.45 0.11 0.000
H 1.3694 1.5950 -0.3300 -0.78 0.84 0.19 0.000
H 0.2427 1.2305 -1.1981 0.02 0.55 0.14 0.000
O -1.8249 1.8981 -1.8811 -0.18 -0.40 -3.20 0.002
H -2.0384 1.8043 -0.9984 -0.85 0.72 3.40 0.001
H -1.3571 1.0859 -2.0409 0.64 -0.45 -0.63 -0.002
O -3.4726 -0.5911 -0.9773 1.43 0.91 -3.20 0.145
H -2.6880 -0.5700 -0.4173 0.10 -0.06 0.43 -0.005
H -3.1126 -0.0538 -1.8035 -1.32 -0.41 2.54 -0.002
O 1.8425 1.2486 1.8319 -0.74 -0.06 0.51 0.000
H 1.9952 1.9182 2.5397 0.31 -0.79 -0.90 0.000
H 2.4064 0.4658 1.9122 0.19 1.18 0.53 0.000
O -2.4002 -2.3095 -2.6812 -0.01 -0.97 -0.83 0.657
H -1.3928 -2.1494 -2.7939 -1.09 1.01 -0.34 -0.039
H -2.9804 -1.5197 -2.7230 0.46 -0.11 0.04 -0.031
O -1.5446 -3.8459 -1.0034 1.84 0.50 0.46 0.220
H -1.3705 -4.3209 -1.8259 -0.97 -0.20 0.01 -0.009
H -2.4059 -3.4862 -0.8385 -1.25 -0.51 -0.36 -0.007
O 1.5379 -1.8100 -3.7054 -2.32 -0.40 -0.42 0.000
H 2.4561 -1.7206 -3.6349 2.15 0.31 0.18 0.000
H 1.3097 -1.6550 -4.6290 0.16 0.01 0.05 0.000
O -0.2138 -1.2749 -1.8361 -2.64 4.83 0.51 0.015
H 0.5621 -1.3480 -2.3020 3.58 -1.46 -2.06 -0.007
H -0.7705 -1.8869 -1.4866 -0.47 -3.33 2.34 0.012
O 1.3736 3.4803 -3.1131 -0.64 -0.27 -0.16 0.000
H 0.6935 4.1511 -3.1300 0.25 1.33 -0.09 0.000
H 0.7264 2.7752 -3.0315 0.48 -0.93 0.23 0.000
O 2.0045 -0.6958 4.0673 0.82 2.10 -0.44 0.000
H 2.6048 -0.2948 4.7132 0.12 -1.12 0.88 0.000
H 2.0239 0.1489 3.5544 -1.12 -1.14 -0.13 0.000
O 1.3815 4.4404 1.1433 -1.46 -1.17 -0.89 0.000
H 0.9756 3.7784 0.5140 0.62 1.00 0.98 0.000
H 2.3102 4.3321 0.9811 0.87 0.01 -0.09 0.000

---

(3)
24
Properties=species:S:1:pos:R:3:forces:R:3:nbo_charge:R:1 method="wB97M-V/def2-TZVPD" smiles=OC[C@@H](O)COCC1CC1 energy_ev=-13626.2659
O 2.6471 0.2193 -1.5194 -0.08 -1.63 0.74 -0.756
C 2.2411 -1.0210 -0.7820 1.48 -0.52 -1.17 -0.082
C 0.9990 -0.7728 0.0445 0.30 1.68 -0.53 0.053
O 0.8178 0.6215 -0.0680 -0.15 1.51 -0.05 -0.734
C -0.2101 -1.5036 -0.4914 -0.27 -0.25 -0.19 -0.068
O -1.3706 -0.9882 0.1052 0.08 -0.02 0.12 -0.523
C -2.5550 -1.5532 -0.4117 -0.04 -0.22 -0.15 -0.051
C -3.7503 -0.8945 0.2115 0.01 0.00 0.25 -0.248
C -4.2253 0.4342 -0.3071 0.09 0.19 -0.01 -0.411
C -5.0288 -0.8081 -0.5745 -0.22 -0.16 -0.10 -0.419
H 3.1011 -0.0335 -2.3263 -0.01 -0.13 -0.02 0.489
H 3.0698 -1.3463 -0.1334 -0.12 0.27 -0.40 0.183
H 2.0421 -1.8122 -1.5228 0.24 0.20 0.13 0.171
H 1.1779 -1.0668 1.0935 -0.17 0.31 -0.26 0.171
H 1.4326 1.0385 -0.7751 -1.38 -1.43 1.63 0.507
H -0.1054 -2.5827 -0.2724 -0.02 0.07 -0.09 0.159
H -0.2583 -1.3859 -1.5902 0.01 0.05 0.15 0.158
H -2.5825 -1.4244 -1.5104 -0.03 0.01 0.19 0.159
H -2.5689 -2.6407 -0.2079 -0.02 0.18 -0.07 0.164
H -3.8539 -1.0666 1.2852 0.06 0.08 -0.30 0.218
H -4.6123 1.1553 0.4133 0.13 -0.22 -0.23 0.218
H -3.6745 0.8732 -1.1411 -0.14 -0.14 0.28 0.216
H -5.0273 -1.2083 -1.5901 -0.01 0.12 0.29 0.210
H -5.9659 -0.9455 -0.0350 0.26 0.04 -0.18 0.216

---

(4)
12
Properties=species:S:1:pos:R:3:forces:R:3:nbo_charge:R:1 method="wB97M-V/def2-TZVPD" smiles="O=CO.CSS" energy_ev=-27936.8293
O -0.9380 0.3694 2.0541 -0.26 -0.04 0.08 -0.579
C -0.0275 0.7251 2.7411 0.14 0.10 -0.20 0.646
O 1.0019 1.4634 2.2976 -0.26 0.40 -0.06 -0.682
H 0.0815 0.5121 3.8089 0.09 -0.14 0.02 0.116
H 0.7403 1.8052 1.4192 0.26 -0.36 0.12 0.498
C 0.2509 -1.6056 -1.7690 -0.12 0.36 -0.15 -0.739
S -0.1321 -0.2172 -2.8755 0.09 0.10 0.26 0.090
S -0.3161 1.3623 -1.5608 -0.08 -0.22 -0.29 -0.158
H 0.3372 -2.4568 -2.4381 0.12 -0.19 0.04 0.226
H 1.1873 -1.4131 -1.2553 0.06 -0.12 0.02 0.221
H -0.5475 -1.7795 -1.0533 -0.05 0.03 -0.01 0.226
H -1.6379 1.2348 -1.3689 0.02 0.09 0.18 0.135

---

(5)
104
Properties=species:S:1:pos:R:3:forces:R:3:mulliken_charge:R:1 method="wB97M-V/def2-TZVPD" smiles="CC[C@H](I)c1cc(CNC)c(O)c2c1C(=O)N(CCCO)C2=O.CN(C)C=O.CN(C)C=O.CN(C)C=O.CN(C)C=O.CN(C)C=O" energy_ev=-69999.2546
C 1.5843 1.9257 5.7031 0.62 0.46 -0.38 -0.950
C 1.5917 2.9719 4.4137 0.46 0.31 0.60 -0.250
C 2.4352 2.3331 3.1587 0.05 -1.87 0.91 -0.806
I 3.0863 3.8803 1.6870 -0.35 -0.95 0.82 0.134
C 1.6941 1.0599 2.4152 -2.12 -2.22 -1.96 0.656
C 2.3253 -0.4886 2.3888 -3.41 0.52 -1.71 -1.043
C 1.5389 -1.7461 1.6169 -1.14 2.72 -0.59 0.457
C 2.1180 -3.2886 1.6163 -0.21 1.29 0.83 -0.483
N 1.4897 -4.0255 2.8063 -0.84 0.60 -0.99 -0.399
C 0.1589 -4.6513 2.4352 -1.82 0.67 0.31 -0.407
C 0.1044 -1.5085 0.7983 1.37 3.52 1.23 -0.429
O -0.6314 -2.5736 0.0852 2.80 1.97 0.21 -0.489
C -0.4983 0.0151 0.8383 2.58 -0.39 1.19 0.518
C 0.2615 1.2651 1.6458 1.33 -3.16 -0.45 0.851
C -0.7149 2.5651 1.4414 1.59 2.83 0.38 -0.068
O -0.4261 3.8761 1.5438 -2.38 -8.74 -0.41 -0.547
N -2.0186 1.9122 1.0436 0.45 0.21 -0.74 0.218
C -3.1885 1.9965 1.9905 -1.64 0.80 0.66 -0.910
C -3.5489 0.6238 2.8037 -0.69 0.22 0.86 0.301
C -2.6707 0.3736 4.1732 -0.98 -1.45 0.25 -0.367
O -1.6218 1.3756 4.4237 0.87 -2.72 -0.82 -0.383
C -1.8633 0.6779 0.1859 -0.96 -1.63 -2.48 -0.071
O -2.6044 0.2631 -0.8597 4.56 2.83 7.20 -0.612
H 1.0513 2.4816 6.6012 0.99 -1.49 -1.89 0.295
H 2.7104 1.6934 6.0126 -2.39 0.60 -0.63 0.328
H 1.1085 0.8874 5.4359 0.66 2.10 0.64 0.203
H 2.1818 3.9306 4.7919 -1.15 -2.01 -0.99 0.389
H 0.5116 3.3554 4.1286 2.23 -1.10 0.38 0.232
H 3.4607 1.9095 3.5973 -2.29 0.95 -1.03 0.435
H 3.3505 -0.7081 2.9523 -2.51 0.50 -1.41 0.178
H 3.2855 -3.2690 1.8038 -2.44 0.02 -0.72 0.299
H 1.8108 -3.8161 0.6113 0.84 1.05 2.06 0.259
H 1.2412 -3.2834 3.5216 0.66 -1.25 -1.12 0.297
H 0.0921 -5.0424 1.3314 0.44 0.75 2.20 0.177
H -0.1727 -5.5140 3.1710 1.01 1.73 -1.45 0.247
H -0.6560 -3.7887 2.5514 1.28 -2.03 -0.50 0.060
H -0.1252 -2.8443 -0.7584 -0.90 0.90 1.95 0.333
H -4.1705 2.3237 1.4182 2.13 -0.73 0.93 0.308
H -2.9779 2.8739 2.7701 -0.24 -2.06 -1.78 0.329
H -3.5166 -0.3614 2.1734 0.04 2.04 0.80 0.262
H -4.6813 0.7368 3.1656 2.61 -0.11 -0.89 -0.074
H -2.2324 -0.7338 4.0960 -0.65 2.47 0.22 0.110
H -3.4220 0.3304 5.0996 1.72 0.37 -2.01 0.282
H -0.7523 0.8562 4.2768 -2.02 1.54 0.30 0.110
C 6.2907 6.2318 -3.3439 -0.16 -0.16 0.07 -0.848
N 5.7027 6.0490 -2.0334 0.99 0.43 1.16 0.178
C 4.3531 5.5336 -1.9380 -0.20 0.16 0.26 -0.908
C 6.3876 6.3503 -0.8754 -0.82 -0.33 -0.37 0.087
O 5.9510 6.2200 0.2615 0.08 -0.01 -0.85 -0.558
H 5.6751 6.9347 -3.9125 0.16 -0.05 -0.14 0.305
H 6.3160 5.2665 -3.8577 0.02 0.16 -0.13 0.279
H 7.3080 6.6251 -3.2684 -0.16 -0.03 0.10 0.313
H 3.7291 6.2644 -1.4148 -0.05 -0.12 0.03 0.369
H 4.3667 4.6047 -1.3602 -0.19 0.05 -0.14 0.092
H 3.9410 5.3426 -2.9326 0.25 0.00 0.30 0.436
H 7.4039 6.7345 -1.0613 -0.02 -0.01 -0.12 0.258
C 2.4009 0.2164 -3.6895 -0.25 0.10 0.15 -0.998
N 2.7481 1.6149 -3.5456 1.61 0.36 -0.63 0.224
C 1.7989 2.5103 -2.9185 0.16 0.32 0.01 -0.880
C 3.9530 2.1190 -3.9871 -1.06 -0.01 0.50 -0.006
O 4.3090 3.2875 -3.8970 -0.34 -0.72 -0.13 -0.580
H 1.4920 0.1383 -4.2929 0.21 -0.22 0.06 0.363
H 2.2208 -0.2068 -2.6972 0.01 -0.12 -0.04 0.352
H 3.2048 -0.3414 -4.1773 -0.16 0.16 0.07 0.307
H 1.5388 3.3047 -3.6245 -0.10 0.00 0.19 0.307
H 2.2639 2.9613 -2.0368 -0.21 0.05 -0.02 0.157
H 0.8953 1.9702 -2.6226 0.23 0.02 -0.10 0.394
H 4.5994 1.3541 -4.4477 -0.09 -0.07 0.08 0.336
C -6.9197 -1.8837 1.1509 -0.03 -0.08 0.26 -0.881
N -6.9623 -1.8029 2.5961 0.20 1.47 0.39 0.195
C -7.1852 -3.0136 3.3580 -0.01 0.13 0.53 -1.077
C -6.7976 -0.6101 3.2676 -0.25 -0.95 0.15 -0.114
O -6.8223 -0.4715 4.4843 0.04 -0.29 -0.89 -0.630
H -7.8746 -2.2769 0.7907 0.12 0.02 -0.20 0.377
H -6.1104 -2.5589 0.8585 -0.08 0.06 -0.20 0.243
H -6.7454 -0.9004 0.7059 -0.01 -0.12 0.13 0.322
H -8.0906 -2.8935 3.9606 0.06 -0.14 -0.01 0.315
H -6.3352 -3.1740 4.0280 -0.26 -0.18 -0.11 0.325
H -7.2971 -3.8740 2.6927 0.08 0.24 0.07 0.391
H -6.6347 0.2469 2.5938 -0.09 -0.12 -0.14 0.540
C 5.0549 1.1338 -8.5106 -0.19 0.02 -0.09 -0.952
N 3.6875 0.7662 -8.2075 -0.10 -0.59 1.44 0.102
C 2.6681 0.9726 -9.2147 -0.30 -0.11 0.16 -0.956
C 3.3272 0.2265 -6.9911 -0.41 0.26 -0.92 0.170
O 2.1927 -0.1055 -6.6702 0.78 0.31 -0.56 -0.618
H 5.0910 2.2028 -8.7395 0.22 -0.08 -0.01 0.338
H 5.3907 0.5604 -9.3794 0.18 0.13 0.06 0.351
H 5.7161 0.9251 -7.6653 -0.17 0.01 -0.09 0.320
H 1.9037 1.6455 -8.8148 -0.02 -0.10 -0.20 0.303
H 2.2019 0.0115 -9.4515 -0.08 0.19 -0.09 0.297
H 3.1017 1.4047 -10.1207 0.01 -0.09 0.24 0.379
H 4.1778 0.1122 -6.2994 0.10 0.03 -0.14 0.278
C -4.2340 -6.7430 0.3782 -0.11 -0.08 0.18 -0.945
N -4.6575 -6.4155 1.7237 0.36 1.35 0.33 0.123
C -5.3614 -7.4158 2.4984 -0.05 0.16 0.29 -0.954
C -4.4115 -5.1822 2.2886 -0.30 -0.68 0.24 0.250
O -4.7411 -4.8404 3.4177 0.25 -0.58 -0.86 -0.646
H -5.1152 -6.9984 -0.2173 0.18 -0.03 -0.15 0.362
H -3.5572 -7.6012 0.4199 -0.02 0.05 -0.23 0.351
H -3.7171 -5.9003 -0.0887 -0.10 -0.08 0.15 0.266
H -6.3443 -7.0239 2.7767 0.07 -0.21 0.09 0.262
H -4.7942 -7.6237 3.4106 -0.21 -0.09 -0.03 0.303
H -5.4820 -8.3370 1.9218 0.08 0.24 0.03 0.388
H -3.8710 -4.4976 1.6147 0.01 -0.09 -0.09 0.262